Here is C71H91Br2IN2O4S2 as an isolated structure in a non-equilibrium geometry from the OMol25 dataset. Energies are from ωB97M-V/def2-TZVPD.

Geometry (Å):
1 C 2.35 -0.25 6.52
2 C 2.11 -0.98 5.08
3 C 0.86 -0.25 4.40
4 C 0.30 -1.04 3.08
5 C -1.11 -1.70 3.42
6 C -2.08 -1.92 2.16
7 C -1.35 -1.95 0.73
8 C -2.49 -2.06 -0.43
9 N -2.06 -1.15 -1.55
10 C -2.12 -1.80 -2.89
11 C -0.78 -1.35 -3.73
12 C 0.36 -2.49 -3.51
13 C 1.63 -2.31 -4.46
14 C 2.58 -1.08 -4.04
15 C 3.79 -0.81 -5.06
16 C 4.44 0.62 -4.67
17 C 6.05 0.68 -4.87
18 C -2.71 0.15 -1.52
19 S -2.97 1.12 -2.89
20 S -3.31 0.95 0.08
21 C -1.79 1.36 1.05
22 C -1.61 2.97 1.36
23 C -2.45 3.92 0.38
24 C -2.03 5.51 0.44
25 C -0.94 5.62 -0.71
26 Br 0.31 4.14 -1.24
27 C -0.76 6.79 -1.52
28 C -1.63 8.11 -1.36
29 Br 0.62 6.85 -2.98
30 O -3.37 6.10 0.17
31 C -4.14 6.31 1.38
32 O -5.30 6.72 1.51
33 O -3.19 5.92 2.40
34 C -1.85 6.23 1.86
35 C -1.87 7.84 1.97
36 N -0.54 8.49 2.09
37 C -0.81 5.74 2.97
38 C 0.65 5.33 2.51
39 O 1.10 4.25 2.99
40 I 2.02 6.41 1.24
41 H 3.30 -0.62 7.02
42 H 2.36 0.87 6.32
43 H 1.40 -0.45 7.15
44 H 3.04 -0.76 4.43
45 H 1.95 -2.10 5.18
46 H 0.04 -0.18 5.20
47 H 1.23 0.79 4.06
48 H 0.27 -0.25 2.25
49 H 1.06 -1.86 2.86
50 H -1.65 -0.96 4.13
51 H -1.00 -2.68 4.00
52 H -2.87 -1.10 2.14
53 H -2.66 -2.91 2.32
54 H -0.69 -2.90 0.72
55 H -0.65 -1.08 0.53
56 H -3.54 -1.86 -0.03
57 H -2.48 -3.17 -0.72
58 H -3.08 -1.61 -3.48
59 H -2.02 -2.95 -2.82
60 H -0.98 -1.23 -4.84
61 H -0.46 -0.36 -3.27
62 H -0.08 -3.54 -3.67
63 H 0.69 -2.45 -2.40
64 H 2.22 -3.30 -4.49
65 H 1.24 -2.09 -5.53
66 H 3.04 -1.22 -2.99
67 H 1.91 -0.14 -4.06
68 H 4.60 -1.63 -5.05
69 H 3.45 -0.73 -6.16
70 H 4.26 0.73 -3.53
71 H 3.95 1.50 -5.19
72 H 6.44 -0.04 -5.67
73 H 6.28 1.74 -5.23
74 H 6.57 0.56 -3.86
75 H -0.89 1.09 0.38
76 H -1.70 0.84 2.06
77 H -2.00 3.11 2.42
78 H -0.49 3.14 1.33
79 H -3.56 3.75 0.67
80 H -2.41 3.56 -0.71
81 H -1.43 8.79 -2.27
82 H -2.75 7.96 -1.31
83 H -1.19 8.69 -0.47
84 H -2.45 8.37 1.15
85 H -2.44 8.06 2.96
86 H -0.48 9.28 1.45
87 H -0.33 8.82 3.04
88 H -0.73 6.54 3.79
89 H -1.28 4.83 3.50
90 C -5.95 -6.16 2.31
91 C -4.59 -6.17 2.03
92 C -4.11 -5.63 0.84
93 C -5.01 -5.07 -0.07
94 C -6.37 -5.06 0.21
95 C -6.84 -5.61 1.39
96 H -6.32 -6.59 3.24
97 H -3.89 -6.60 2.75
98 H -3.05 -5.65 0.62
99 H -4.64 -4.65 -1.00
100 H -7.06 -4.63 -0.50
101 H -7.90 -5.61 1.61
102 C -6.93 3.04 -0.16
103 C -7.21 4.30 0.34
104 C -8.49 4.62 0.76
105 C -9.50 3.67 0.69
106 C -9.22 2.40 0.19
107 C -7.94 2.08 -0.24
108 H -5.93 2.80 -0.49
109 H -6.41 5.04 0.40
110 H -8.70 5.61 1.15
111 H -10.50 3.91 1.03
112 H -10.01 1.65 0.14
113 H -7.72 1.09 -0.63
114 C 3.11 -4.66 -7.20
115 C 2.67 -5.95 -6.92
116 C 2.12 -6.73 -7.94
117 C 2.01 -6.21 -9.22
118 C 2.45 -4.92 -9.50
119 C 3.00 -4.14 -8.48
120 H 3.54 -4.05 -6.41
121 H 2.76 -6.35 -5.92
122 H 1.77 -7.73 -7.72
123 H 1.58 -6.82 -10.01
124 H 2.36 -4.52 -10.50
125 H 3.33 -3.13 -8.70
126 C 2.26 13.19 1.28
127 C 1.74 13.57 2.51
128 C 1.40 12.60 3.45
129 C 1.60 11.25 3.17
130 C 2.13 10.87 1.94
131 C 2.46 11.84 0.99
132 H 2.52 13.94 0.55
133 H 1.58 14.62 2.74
134 H 0.98 12.89 4.41
135 H 1.35 10.50 3.91
136 H 2.29 9.82 1.72
137 H 2.87 11.54 0.03
138 C -2.20 -9.22 2.47
139 C -3.38 -9.60 1.84
140 C -3.71 -10.95 1.72
141 C -2.85 -11.92 2.25
142 C -1.67 -11.54 2.88
143 C -1.34 -10.19 2.98
144 H -1.94 -8.17 2.55
145 H -4.05 -8.84 1.44
146 H -4.63 -11.24 1.23
147 H -3.11 -12.97 2.16
148 H -1.01 -12.29 3.29
149 H -0.42 -9.89 3.47
150 C 4.49 0.74 0.60
151 C 3.90 -0.51 0.60
152 C 4.58 -1.61 0.09
153 C 5.87 -1.45 -0.41
154 C 6.47 -0.20 -0.41
155 C 5.78 0.90 0.09
156 H 3.95 1.60 0.99
157 H 2.90 -0.64 0.99
158 H 4.11 -2.59 0.09
159 H 6.41 -2.31 -0.81
160 H 7.47 -0.08 -0.80
161 H 6.24 1.88 0.08
162 C 6.66 -6.78 2.12
163 C 8.03 -6.99 1.99
164 C 8.84 -5.95 1.55
165 C 8.29 -4.71 1.25
166 C 6.92 -4.50 1.38
167 C 6.10 -5.54 1.82
168 H 6.02 -7.59 2.46
169 H 8.46 -7.95 2.23
170 H 9.91 -6.11 1.44
171 H 8.93 -3.90 0.91
172 H 6.50 -3.53 1.15
173 H 5.04 -5.38 1.92

Summary:
- HOMO level: -0.301 Ha
- Kohn-Sham gap: 7.996 eV